1.
Formula: C34H25Cl4N4PPtSSi
Source: OMol25
Level of theory: ωB97M-V with the def2-TZVPD basis set

Highest occupied orbital energy (alpha / beta) = -7.471 / -7.420 eV
Total energy = -122964.1435 eV
Orbital gap (alpha / beta) = 5.5 / 5.9 eV
ΔE to the lowest compared entry with this formula, charge and spin = 306.6 kJ/mol
2S+1 = 1
LUMO (alpha / beta) = -0.0738 / -0.0541 Ha

Each line ends with the Mulliken charge.
Atoms and positions in Å:
Pt  0.1448  -0.1410  0.1235  1.944
Cl  -0.5748  -2.7597  0.8139  -0.098
C  -0.9316  -3.4792  -0.7159  0.519
C  -1.8737  -4.4895  -0.7944  -0.608
C  -2.1701  -5.0485  -2.0269  -0.593
C  -1.5235  -4.5962  -3.1677  -0.783
C  -0.5829  -3.5872  -3.0837  -0.520
C  -0.2630  -3.0183  -1.8539  0.180
P  0.8888  -1.6173  -1.6713  0.495
C  1.3828  -1.3563  -3.4093  -0.067
C  0.5570  -0.5608  -4.2000  -0.168
C  0.8292  -0.3985  -5.5470  -0.753
C  1.9411  -1.0127  -6.1052  -0.445
C  2.7719  -1.7961  -5.3192  -0.801
C  2.4966  -1.9732  -3.9737  -0.050
C  2.3766  -2.3744  -0.9391  0.776
C  2.4154  -3.6519  -0.3943  -0.782
C  3.5479  -4.0760  0.2824  -0.693
C  4.6379  -3.2332  0.4165  -0.564
C  4.6143  -1.9671  -0.1502  -0.790
C  3.4864  -1.5371  -0.8196  -0.169
H  -2.3650  -4.8304  0.1038  0.499
H  -2.9071  -5.8336  -2.0974  0.384
H  -1.7421  -5.0294  -4.1316  0.431
H  -0.0994  -3.2304  -3.9826  0.316
H  -0.3062  -0.0845  -3.7518  0.427
H  0.1762  0.2051  -6.1614  0.438
H  2.1567  -0.8824  -7.1563  0.412
H  3.6364  -2.2798  -5.7539  0.424
H  3.1374  -2.5981  -3.3657  0.423
H  1.5683  -4.3177  -0.4909  0.404
H  3.5722  -5.0586  0.7280  0.334
H  5.5075  -3.5592  0.9679  0.380
H  5.4762  -1.3179  -0.0673  0.425
H  3.4440  -0.5484  -1.2581  0.463
N  1.1838  1.7509  -0.7435  -0.825
S  2.6789  1.9565  -0.2547  0.628
C  3.1868  3.3631  -1.2925  0.515
C  4.1012  3.1380  -2.3054  -0.370
C  4.4048  4.1634  -3.1850  -0.643
C  3.7885  5.3970  -3.0494  -0.436
C  2.8730  5.6093  -2.0313  -0.742
C  2.5661  4.5924  -1.1461  -0.469
C  2.7538  2.8904  1.3042  0.337
C  1.6115  3.2127  2.0094  0.553
C  1.7231  3.9557  3.1738  -0.742
C  2.9684  4.3627  3.6222  -0.519
C  4.1080  4.0404  2.8999  -0.699
C  4.0053  3.2953  1.7384  -0.496
H  0.5735  2.5599  -0.6493  0.259
H  4.5672  2.1686  -2.4014  0.417
H  5.1173  3.9971  -3.9772  0.411
H  4.0106  6.1910  -3.7467  0.396
H  2.3915  6.5683  -1.9229  0.409
H  1.8541  4.7541  -0.3497  0.369
H  0.6402  2.9014  1.6584  -0.208
H  0.8284  4.2117  3.7207  0.471
H  3.0556  4.9271  4.5385  0.406
H  5.0809  4.3701  3.2321  0.399
H  4.8857  3.0489  1.1610  0.441
N  1.8826  -0.2103  1.5193  -0.473
C  2.0934  -0.8763  2.4556  0.314
C  2.4616  -1.6961  3.4801  0.054
C  2.3087  -3.0695  3.2922  0.082
N  2.1779  -4.1976  3.1091  -0.578
C  3.0750  -1.1995  4.6293  -0.103
N  3.6210  -0.8055  5.5611  -0.532
Cl  -1.9309  2.8608  0.7728  -0.319
Si  -1.5263  0.8889  1.3928  0.457
Cl  -1.1569  1.1621  3.4297  -0.276
Cl  -3.4028  -0.0087  1.3923  -0.278

Forces on the atoms, in the same order (eV/Å):
Pt -0.70 0.66 -0.84
Cl -0.15 0.47 0.50
C -0.06 -0.09 -0.87
C 0.05 0.02 0.25
C 0.15 0.07 -0.14
C -0.09 -0.16 0.06
C 0.13 0.09 0.14
C -0.31 0.22 0.32
P 1.01 -0.62 -0.10
C -0.11 0.38 0.21
C 0.03 -0.01 0.11
C 0.00 0.03 -0.07
C -0.04 0.01 -0.04
C 0.06 -0.02 -0.06
C -0.10 -0.02 0.15
C 0.01 -0.07 -0.06
C 0.00 0.12 -0.17
C 0.14 -0.06 0.06
C 0.02 -0.06 -0.01
C 0.09 0.07 -0.08
C -0.14 -0.13 -0.06
H -0.06 -0.02 0.07
H -0.06 -0.06 0.04
H -0.09 -0.05 -0.06
H 0.02 -0.03 0.02
H -0.04 0.07 -0.01
H -0.01 0.05 -0.02
H 0.02 0.01 -0.05
H 0.01 0.00 -0.02
H 0.01 0.01 0.00
H 0.01 -0.02 0.03
H -0.05 -0.04 0.05
H 0.06 -0.05 0.03
H 0.00 0.03 0.04
H 0.09 0.06 0.04
N -1.67 -1.18 0.37
S 0.35 1.46 0.21
C -0.09 -0.51 0.08
C -0.01 -0.15 0.14
C 0.02 0.12 -0.04
C 0.06 -0.08 -0.11
C -0.09 0.02 0.10
C 0.00 0.02 0.01
C -0.03 -0.35 -0.12
C -0.02 -0.14 -0.23
C 0.03 0.03 0.04
C -0.03 0.01 0.02
C 0.07 -0.06 -0.09
C 0.02 -0.03 -0.03
H 0.21 0.13 -0.01
H 0.06 -0.11 -0.06
H 0.08 -0.02 -0.09
H 0.05 0.06 -0.03
H -0.05 0.12 0.00
H -0.05 0.05 0.07
H -0.07 -0.07 -0.03
H -0.06 -0.01 0.08
H -0.01 0.06 0.05
H 0.06 0.00 0.08
H 0.12 -0.02 0.00
N 0.02 -0.25 0.45
C 0.24 0.66 -0.81
C -0.21 -0.11 0.02
C -0.01 -0.45 -0.03
N -0.13 -0.56 -0.07
C 0.21 0.26 0.42
N 0.17 0.21 0.41
Cl 0.09 -0.22 -0.15
Si 0.31 0.49 0.40
Cl 0.08 -0.16 -0.26
Cl 0.41 -0.08 -0.23

=====

2.
Formula: C11H16NO3
Source: OMol25
Level of theory: ωB97M-V with the def2-TZVPD basis set

Highest occupied orbital energy (alpha / beta) = -9.271 / -11.698 eV
Total energy = -19287.1789 eV
Orbital gap (alpha / beta) = 5.7 / 4.7 eV
2S+1 = 3
LUMO (alpha / beta) = -0.1320 / -0.2564 Ha
Net charge = +1

Each line ends with the Mulliken charge.
Atoms and positions in Å:
C  -1.2932  -2.8887  1.0576  -0.441
C  -1.8566  -1.5859  1.2085  -0.433
C  -1.0352  -3.0679  -0.2693  -0.327
C  -1.7183  -0.9514  -0.0430  0.256
C  0.7565  1.3995  0.9058  -0.090
C  -1.9253  0.3723  -0.4570  -0.831
C  0.7276  1.6315  -0.4305  -0.164
C  2.3569  0.1606  -0.1641  1.210
C  2.0185  -1.3201  -0.3688  -1.078
C  3.9243  0.3929  -0.2653  -1.429
C  -2.9301  2.6433  -0.3242  -0.903
N  -2.5319  1.3795  0.1956  -0.036
O  1.8176  0.5099  1.1458  -0.267
O  -1.2238  -1.9046  -0.9693  -0.359
O  1.7385  1.0500  -1.0883  -0.270
H  -0.9866  -3.6145  1.7948  0.407
H  -2.2262  -1.1592  2.1410  0.446
H  -0.5390  -4.0063  -0.8285  0.314
H  -0.0227  1.3478  1.6836  0.350
H  -1.4083  0.7443  -1.3513  0.751
H  0.1355  2.3096  -1.0035  0.615
H  1.0361  -1.5769  0.0031  0.118
H  2.7997  -1.6927  0.2234  0.466
H  2.0331  -1.6507  -1.4178  0.362
H  4.4563  0.1584  0.6487  0.394
H  4.0138  1.5124  -0.3867  0.382
H  4.2885  -0.1526  -1.1085  0.363
H  -2.2152  2.9848  -1.0668  0.259
H  -3.8808  2.6112  -0.7790  0.396
H  -3.1944  3.4070  0.3840  0.321
H  -3.1153  0.9566  0.9300  0.220

Forces on the atoms, in the same order (eV/Å):
C -0.11 -0.20 -0.68
C 0.66 0.25 -0.28
C 1.73 -1.63 -0.78
C -0.18 -0.81 0.53
C 1.62 -3.69 1.97
C 1.35 -0.04 -2.76
C 1.27 0.42 -1.88
C 2.07 -0.67 0.33
C -0.92 1.15 -0.95
C -2.03 2.33 0.66
C -0.13 0.28 -0.75
N -0.79 -1.36 3.45
O -1.76 2.06 -1.31
O -0.48 0.70 0.67
O -1.85 0.43 1.20
H -0.58 0.03 0.19
H 0.19 -0.01 -0.42
H -1.41 2.67 1.26
H 0.53 0.91 -0.46
H -0.44 -0.79 -0.11
H -0.35 0.21 -0.11
H -0.13 0.05 0.36
H 0.77 -1.64 0.63
H 0.51 0.33 0.35
H -0.20 -0.44 0.13
H 0.32 -1.22 -0.18
H 0.30 -0.18 -0.51
H 0.09 0.24 0.07
H -1.20 -0.62 -1.37
H 1.05 0.23 1.04
H 0.08 1.02 -0.27

=====

3.
Formula: H3N3O2P
Source: OMol25
Level of theory: ωB97M-V with the def2-TZVPD basis set

Highest occupied orbital energy = -2.579 eV
Total energy = -17906.1065 eV
Orbital gap = 7.5 eV
ΔE to the lowest compared entry with this formula, charge and spin = 3.3 kJ/mol
2S+1 = 1
LUMO = 0.1815 Ha
Net charge = -1

Each line ends with the Mulliken charge.
Atoms and positions in Å:
N  2.0229  -1.0850  -0.4919  -0.019
N  2.6834  -0.4864  0.1274  0.026
N  -1.0799  -0.6382  -0.1075  -0.808
O  -0.1178  1.5307  -0.8784  -0.393
O  0.2893  0.7971  1.6136  -0.524
P  -0.7794  1.0090  0.5692  -0.199
H  0.0017  0.6207  -1.2611  0.345
H  -2.1040  -0.6507  -0.3376  0.288
H  -0.9162  -1.0971  0.7664  0.284

Forces on the atoms, in the same order (eV/Å):
N -0.27 -0.41 -0.40
N 0.44 0.36 0.38
N -1.03 0.73 -0.49
O 0.41 -1.24 -0.70
O 0.37 -0.40 -0.06
P -1.17 1.21 0.52
H 0.23 1.17 -0.18
H 1.27 -0.28 0.49
H -0.24 -1.13 0.44

=====

Repeat the second record exactly.
Formula: C11H16NO3
Source: OMol25
Level of theory: ωB97M-V with the def2-TZVPD basis set

Highest occupied orbital energy (alpha / beta) = -9.271 / -11.698 eV
Total energy = -19287.1789 eV
Orbital gap (alpha / beta) = 5.7 / 4.7 eV
2S+1 = 3
LUMO (alpha / beta) = -0.1320 / -0.2564 Ha
Net charge = +1

Each line ends with the Mulliken charge.
Atoms and positions in Å:
C  -1.2932  -2.8887  1.0576  -0.441
C  -1.8566  -1.5859  1.2085  -0.433
C  -1.0352  -3.0679  -0.2693  -0.327
C  -1.7183  -0.9514  -0.0430  0.256
C  0.7565  1.3995  0.9058  -0.090
C  -1.9253  0.3723  -0.4570  -0.831
C  0.7276  1.6315  -0.4305  -0.164
C  2.3569  0.1606  -0.1641  1.210
C  2.0185  -1.3201  -0.3688  -1.078
C  3.9243  0.3929  -0.2653  -1.429
C  -2.9301  2.6433  -0.3242  -0.903
N  -2.5319  1.3795  0.1956  -0.036
O  1.8176  0.5099  1.1458  -0.267
O  -1.2238  -1.9046  -0.9693  -0.359
O  1.7385  1.0500  -1.0883  -0.270
H  -0.9866  -3.6145  1.7948  0.407
H  -2.2262  -1.1592  2.1410  0.446
H  -0.5390  -4.0063  -0.8285  0.314
H  -0.0227  1.3478  1.6836  0.350
H  -1.4083  0.7443  -1.3513  0.751
H  0.1355  2.3096  -1.0035  0.615
H  1.0361  -1.5769  0.0031  0.118
H  2.7997  -1.6927  0.2234  0.466
H  2.0331  -1.6507  -1.4178  0.362
H  4.4563  0.1584  0.6487  0.394
H  4.0138  1.5124  -0.3867  0.382
H  4.2885  -0.1526  -1.1085  0.363
H  -2.2152  2.9848  -1.0668  0.259
H  -3.8808  2.6112  -0.7790  0.396
H  -3.1944  3.4070  0.3840  0.321
H  -3.1153  0.9566  0.9300  0.220

Forces on the atoms, in the same order (eV/Å):
C -0.11 -0.20 -0.68
C 0.66 0.25 -0.28
C 1.73 -1.63 -0.78
C -0.18 -0.81 0.53
C 1.62 -3.69 1.97
C 1.35 -0.04 -2.76
C 1.27 0.42 -1.88
C 2.07 -0.67 0.33
C -0.92 1.15 -0.95
C -2.03 2.33 0.66
C -0.13 0.28 -0.75
N -0.79 -1.36 3.45
O -1.76 2.06 -1.31
O -0.48 0.70 0.67
O -1.85 0.43 1.20
H -0.58 0.03 0.19
H 0.19 -0.01 -0.42
H -1.41 2.67 1.26
H 0.53 0.91 -0.46
H -0.44 -0.79 -0.11
H -0.35 0.21 -0.11
H -0.13 0.05 0.36
H 0.77 -1.64 0.63
H 0.51 0.33 0.35
H -0.20 -0.44 0.13
H 0.32 -1.22 -0.18
H 0.30 -0.18 -0.51
H 0.09 0.24 0.07
H -1.20 -0.62 -1.37
H 1.05 0.23 1.04
H 0.08 1.02 -0.27